Entry 1:
A single C5H8O molecule. Source: the OMol25 dataset; level of theory: ωB97M-V with the def2-TZVPD basis set.

```
14
Properties=species:S:1:pos:R:3:lowdin_charge:R:1
C -1.81388 -1.58123 -1.63768 -0.10
C -1.23595 -0.81616 -0.54060 -0.09
C -0.51220 0.02936 -0.07291 -0.03
C 0.63096 0.95337 -0.19151 -0.26
O 0.96493 1.71310 0.92993 -0.18
C 1.34505 0.89211 2.00451 -0.12
H -2.03409 -2.64216 -1.52747 0.07
H -2.67474 -1.06493 -2.08701 0.08
H -0.89479 -1.53109 -2.23089 0.09
H 0.39785 1.65603 -0.99935 0.13
H 1.48828 0.34014 -0.52526 0.13
H 2.24659 0.30557 1.76159 0.09
H 1.55482 1.55215 2.84683 0.09
H 0.53719 0.19373 2.26980 0.08
```

Computed properties:
total charge: 0
SMILES string: CC#CCOC
HOMO level: -9.5634 eV
ΔE to the lowest compared entry with this formula, charge and spin: 309.5 kJ/mol
HOMO-LUMO gap: 10.529 eV



Entry 2:
A molecular structure, C5H9Br2ClO3P. Source: the OMol25 dataset; level of theory: ωB97M-V with the def2-TZVPD basis set.

```
21
Properties=species:S:1:pos:R:3:lowdin_charge:R:1
C 1.92407 -1.47726 0.80932 -0.15
C 1.49373 -0.03357 0.80071 -0.26
C 1.67930 0.55643 -0.66724 -0.16
C 0.33254 1.18290 -1.11951 -0.31
C -3.01535 -0.45954 0.03936 -1.37
O -2.52914 2.12849 -0.40961 -0.35
O -1.35772 1.04592 1.59522 -0.33
O -0.71411 0.33119 -0.88413 -0.31
P -1.82897 0.99174 0.20269 0.17
Cl -3.81272 -0.88154 1.39099 0.64
Br -4.25560 -0.16749 -1.42831 0.60
Br -1.85017 -2.66371 -0.67245 0.05
H 2.92808 -1.62099 0.34538 0.07
H 2.13658 -1.88129 1.81306 0.07
H 1.20123 -2.07751 0.29744 0.03
H 0.35389 0.06005 1.02736 0.09
H 2.08150 0.50881 1.49313 0.08
H 2.29323 1.47627 -0.50705 0.10
H 2.15955 -0.31247 -1.13277 0.09
H 0.39092 2.18548 -0.72320 0.11
H 0.38915 1.10811 -2.27040 0.14
```

Computed properties:
total charge: -1
HOMO level (alpha / beta): -6.0221 / -6.0221 eV
ΔE to the lowest compared entry with this formula, charge and spin: 109.5 kJ/mol
HOMO-LUMO gap (alpha / beta): 7.676 / 7.677 eV



Entry 3:
3 unconnected molecules or ions with the total composition C5H15NO3. Source: the OMol25 dataset; level of theory: ωB97M-V with the def2-TZVPD basis set.

```
24
Properties=species:S:1:pos:R:3:lowdin_charge:R:1
N 1.97320 -0.77077 -1.36369 0.05
C 0.94656 -0.29947 -0.53755 -0.28
C -0.33968 -0.21967 -0.85943 -0.13
C -1.32764 0.20011 0.22117 -0.21
C -1.68487 1.71142 0.25361 -0.18
C -0.45258 2.61642 0.38037 -0.29
O 0.19806 2.86261 -0.84004 -0.06
H 2.66123 -1.36371 -0.93597 0.08
H 1.68489 -1.02502 -2.29289 0.08
H 1.37890 0.11689 0.36107 0.11
H -0.87040 -0.41499 -1.78330 0.11
H -2.20455 -0.44974 0.21659 0.10
H -0.82298 0.00576 1.17740 0.09
H -2.37351 1.99681 1.05369 0.10
H -2.18961 1.97142 -0.68143 0.11
H -0.83177 3.60722 0.66137 0.11
H 0.18275 2.28593 1.20137 0.11
H 0.90566 2.24201 -1.01219 0.06
O 0.22016 -3.06895 -0.72047 -0.05
H 0.79811 -3.56725 -0.12381 0.05
H -0.62229 -3.50367 -0.52974 0.05
O 1.17686 -1.80800 1.98322 -0.04
H 0.37345 -1.99835 1.52827 0.00
H 1.22007 -1.12700 2.64239 0.04
```

Computed properties:
total charge: 0
SMILES string: N/C=C/CCCO.O.O
HOMO level: -7.7701 eV
ΔE to the lowest compared entry with this formula, charge and spin: 226.3 kJ/mol
HOMO-LUMO gap: 8.275 eV



Entry 4:
2 unconnected molecules or ions with the total composition C6H10O. Source: the OMol25 dataset; level of theory: ωB97M-V with the def2-TZVPD basis set.

```
17
Properties=species:S:1:pos:R:3:lowdin_charge:R:1
C -0.08788 -1.54810 1.46184 -0.12
C 0.40976 -2.35672 0.53432 0.09
C -1.91201 -0.05719 1.96672 0.26
C -0.71216 -0.23400 1.25045 -0.20
C -0.21096 0.89724 0.52134 -0.03
C 0.80063 0.79237 -0.37607 0.19
H 0.15007 -1.72657 2.50978 0.14
H 0.85123 -3.30053 0.81613 0.09
H 0.19474 -2.15047 -0.50987 0.08
H -2.50112 0.85000 1.91221 0.11
H -2.27001 -0.86061 2.58410 0.10
H -0.70750 1.81112 0.77923 0.12
H 1.14107 1.67660 -0.87636 0.08
H 1.23448 -0.16874 -0.61919 0.09
H 1.88635 2.14988 -3.33364 0.03
H 1.22348 0.91283 -3.86149 0.04
O 1.11271 1.87920 -3.84758 -0.06
```

Computed properties:
total charge: +1
expectation value of S²: 0.785
2S+1: 2
HOMO level (alpha / beta): -14.5404 / -14.5391 eV
ΔE to the lowest compared entry with this formula, charge and spin: 219.8 kJ/mol
HOMO-LUMO gap (alpha / beta): 9.074 / 6.359 eV



Entry 5:
2 unconnected molecules or ions with the total composition C7H12O3. Source: the OMol25 dataset; level of theory: ωB97M-V with the def2-TZVPD basis set.

```
22
Properties=species:S:1:pos:R:3:lowdin_charge:R:1
O 3.31699 0.86987 0.96633 0.08
C 2.19969 0.59981 1.33339 -0.35
O 1.14619 0.83754 0.57077 0.02
C 0.04655 -0.08064 0.56483 -0.28
C -1.34052 0.52723 0.83583 -0.04
C -1.86244 -0.37937 -0.28171 -0.44
C -2.87144 -1.47244 -0.11193 -0.09
C -3.14641 -0.30886 -1.03725 -0.08
C -0.43858 -0.57031 -0.80866 -0.04
H 1.97765 0.04481 2.26440 0.15
H 0.27508 -0.91787 1.23708 0.15
H -1.75778 0.40609 1.84348 0.12
H -1.36718 1.58715 0.54532 0.13
H -2.65011 -2.44277 -0.56122 0.10
H -3.41984 -1.51752 0.83115 0.10
H -3.88214 0.43402 -0.72208 0.11
H -3.11405 -0.49293 -2.11311 0.11
H -0.19358 0.15952 -1.59340 0.13
H -0.13281 -1.57516 -1.12444 0.12
O 5.52629 1.76125 -0.88897 -0.07
H 6.46352 1.66276 -0.67367 0.03
H 5.22493 0.86783 -1.07617 0.02
```

Computed properties:
total charge: 0
SMILES string: O=COC1CC2(CC2)C1.O
HOMO level: -10.3460 eV
ΔE to the lowest compared entry with this formula, charge and spin: 185.8 kJ/mol
HOMO-LUMO gap: 11.223 eV



Entry 6:
A gas-phase ion, C2H6N3 (charge +1). Source: the OMol25 dataset; level of theory: ωB97M-V with the def2-TZVPD basis set.

```
11
Properties=species:S:1:pos:R:3:lowdin_charge:R:1
N -1.52242 1.23808 0.43904 0.08
N -1.01241 0.46732 -0.60635 0.02
C 0.09316 -0.15819 -0.57219 -0.08
C 1.59892 -0.75320 0.37060 0.15
N 1.10747 -0.85080 -0.99756 0.04
H -2.53696 1.21510 0.46306 0.11
H -1.12469 0.98558 1.33771 0.11
H -1.50826 0.61990 -1.49005 0.20
H 2.29749 0.03000 0.60969 0.10
H 1.40156 -1.57065 1.04168 0.09
H 1.43157 -1.26495 -1.86135 0.17
```

Computed properties:
total charge: +1
SMILES string: N/[NH+]=C1\CN1
HOMO level: -14.1587 eV
ΔE to the lowest compared entry with this formula, charge and spin: 425.9 kJ/mol
HOMO-LUMO gap: 10.025 eV



Entry 7:
A gas-phase ion, C10H13N2O2 (charge +1). Source: the OMol25 dataset; level of theory: ωB97M-V with the def2-TZVPD basis set.

```
27
Properties=species:S:1:pos:R:3:lowdin_charge:R:1
O 1.61498 3.20524 -1.51311 0.14
C 0.88776 2.26522 -1.51815 -0.40
C -0.60643 2.30821 -1.16040 0.08
C -1.12201 1.05225 -1.07450 0.02
C -0.14300 -0.01389 -1.32691 -0.39
O -0.58302 -1.04458 -2.18410 0.08
C 0.06040 -0.62394 0.05013 -0.14
N 0.69139 0.05551 0.98189 -0.02
C 0.97375 0.15278 2.37140 -0.02
C 1.62526 1.12104 1.36777 0.03
N -0.54197 -1.73384 0.42458 -0.02
C -1.06884 -2.23868 1.64046 -0.03
C -1.68721 -2.57482 0.26882 0.02
C 1.21779 0.80998 -1.74810 0.05
H -1.13751 3.21607 -1.12379 0.11
H -2.12812 0.75355 -0.73787 0.14
H -0.67572 -0.68850 -3.01594 0.08
H 1.57719 -0.70797 2.77782 0.15
H 0.16098 0.56480 2.97659 0.13
H 1.03231 2.02543 1.32841 0.12
H 2.44797 1.05540 0.71921 0.10
H -1.38163 -1.51674 2.32332 0.10
H -0.53293 -3.04206 2.12383 0.12
H -1.38286 -3.54540 -0.02822 0.12
H -2.58569 -1.95455 -0.11765 0.16
H 1.28054 0.60061 -2.79423 0.13
H 2.00659 0.49887 -1.01126 0.13
```

Computed properties:
total charge: +1
SMILES string: O=C1C=C[C@](O)(C(N2CC2)=[N+]2CC2)C1
HOMO level: -13.3788 eV
ΔE to the lowest compared entry with this formula, charge and spin: 372.2 kJ/mol
HOMO-LUMO gap: 9.701 eV



Entry 8:
A molecular structure, C24H19NO4PSTc. Source: the OMol25 dataset; level of theory: ωB97M-V with the def2-TZVPD basis set.

```
51
Properties=species:S:1:pos:R:3:lowdin_charge:R:1
Tc -0.10114 -0.22383 -0.01327 1.35
C -0.97816 1.06091 1.71628 -0.19
C -1.78170 1.30104 0.56927 -0.17
C -1.00798 2.05021 -0.35735 -0.10
C 0.26467 2.28153 0.21963 -0.12
C 0.28243 1.70506 1.50096 -0.14
H -1.32933 0.66192 2.65473 0.12
H -2.83101 1.07079 0.47518 0.12
H -1.34525 2.42996 -1.30965 0.13
H 1.05344 2.87148 -0.22123 0.13
H 1.08508 1.77828 2.21901 0.12
O 2.38143 -1.59820 -3.32966 -0.24
S 1.42841 -1.90194 -2.31920 0.52
O 0.15513 -2.44754 -2.68543 -0.27
O 1.23041 -0.64530 -1.44046 -0.54
C 2.18818 -3.07104 -1.19445 -0.24
C 2.85092 -4.10889 -1.83549 -0.03
C 3.42362 -5.12875 -1.09574 -0.03
C 3.33788 -5.10348 0.28865 -0.04
C 2.68844 -4.06449 0.93062 -0.08
C 2.09641 -3.03286 0.19669 -0.29
P 1.46488 -1.61180 1.14871 1.06
C 2.98769 -0.70828 1.56121 -0.34
C 3.76039 -1.08720 2.65919 -0.08
C 4.95838 -0.44022 2.91726 -0.06
C 5.39710 0.57601 2.08144 -0.05
C 4.64026 0.94444 0.97868 -0.06
C 3.43829 0.30688 0.71554 -0.10
C 0.74745 -2.27587 2.66378 -0.37
C 0.04196 -3.47900 2.62549 -0.09
C -0.56473 -3.95769 3.77452 -0.05
C -0.48378 -3.23540 4.95727 -0.05
C 0.18183 -2.01770 4.98887 -0.06
C 0.79044 -1.53190 3.84309 -0.10
H 2.91251 -4.09329 -2.91572 0.13
H 3.94036 -5.93735 -1.59384 0.12
H 3.78843 -5.89146 0.87708 0.12
H 2.64755 -4.04701 2.01165 0.11
H 3.43581 -1.88903 3.30913 0.11
H 5.55165 -0.73630 3.77215 0.11
H 6.33605 1.07369 2.28437 0.12
H 4.98891 1.72535 0.31614 0.12
H 2.86922 0.58026 -0.16167 0.08
H -0.02770 -4.03661 1.69924 0.11
H -1.10376 -4.89512 3.74728 0.12
H -0.94376 -3.62063 5.85750 0.12
H 0.22644 -1.44594 5.90616 0.11
H 1.30398 -0.57820 3.86445 0.11
O -2.24241 -3.70876 -1.04169 0.22
C -1.74346 -2.74348 -0.64372 -0.40
N -1.23293 -1.73700 -0.19909 -0.05
```

Computed properties:
total charge: +1
expectation value of S²: 0.826
2S+1: 2
HOMO level (alpha / beta): -12.4575 / -12.3533 eV
HOMO-LUMO gap (alpha / beta): 6.849 / 6.994 eV



Per-record maximum force, Eh/bohr: 0.024; 0.106; 0.048; 0.029; 0.036; 0.102; 0.071; 0.038